[1]
DFT (wB97M-V/def2-TZVPD) results for a cluster of 2 separate species, C4H9NO in total.

For the energy relative to the best compared isomer or geometry (same formula, charge and spin), the calculation gives 249.2 kJ/mol. Its LUMO energy is 0.090 eV. The orbital gap is 10.7518 eV.

The geometry in ORCA input format:
```
! RIJCOSX wB97M-V def2-TZVPD def2/J DEFGRID3
* xyz 0 1
C 0.42 -0.23 0.75
C 0.82 -1.45 -0.06
C 1.18 1.01 0.35
C -2.07 0.08 -0.77
O -1.86 1.36 -1.14
N -2.58 -0.98 -0.83
H -2.59 1.87 -0.76
H 0.55 -0.43 1.82
H -0.75 0.04 0.70
H 2.26 0.88 0.49
H 1.88 -1.69 0.11
H 0.67 -1.27 -1.12
H 0.23 -2.32 0.23
H 0.87 1.87 0.94
H 1.00 1.24 -0.71
*
```


[2]
DFT (wB97M-V/def2-TZVPD) results for a structure of composition C7H15BClHgO8PS2.

Its LUMO energy is -11.903 eV. The orbital gap is 3.6791 eV.

The geometry in ORCA input format:
```
! RIJCOSX wB97M-V def2-TZVPD def2/J DEFGRID3
* xyz 2 1
C 0.94 -2.28 -0.06
B 0.07 -1.71 1.10
O 0.36 -2.06 2.36
C -1.19 -0.63 0.95
C -0.80 0.80 1.35
C 0.64 1.05 1.79
C 1.62 1.11 0.62
C 1.55 2.47 -0.07
S 1.79 2.32 -1.82
O 1.88 0.94 -2.20
O 0.75 3.07 -2.44
O 3.18 2.99 -2.03
O -2.28 -1.00 1.82
C -3.12 -1.82 1.19
O -2.92 -2.90 0.77
Cl -4.56 -0.90 0.73
P -1.84 -0.57 -0.81
O -2.00 -1.94 -1.50
O -0.78 0.16 -1.68
S -3.54 0.49 -0.78
H 0.63 -3.32 -0.16
H 0.81 -1.80 -1.02
H 2.00 -2.25 0.17
H -0.34 -2.51 2.85
H -1.02 1.49 0.53
H -1.47 1.10 2.14
H 0.63 2.04 2.24
H 0.99 0.40 2.58
H 2.61 0.97 1.03
H 1.46 0.29 -0.06
H 0.64 3.02 0.11
H 2.37 3.08 0.30
H 3.50 2.69 -2.89
H -1.33 -2.10 -2.26
H -0.87 1.13 -1.74
Hg -0.39 -3.82 -3.12
*
```


[3]
DFT (wB97M-V/def2-TZVPD) results for a cluster of 3 separate species, C2H10NO2 in total.

For the energy relative to the best compared isomer or geometry (same formula, charge and spin), the calculation gives 65.3 kJ/mol. Its LUMO energy (alpha / beta) is -10.982 / -14.625 eV. The orbital gap (alpha / beta) is 9.3303 / 5.6540 eV.

The geometry in ORCA input format:
```
! RIJCOSX wB97M-V def2-TZVPD def2/J DEFGRID3
* xyz 2 2
C 0.78 -0.91 0.41
C 1.41 -2.16 0.24
N 0.36 -0.09 -0.69
H 0.43 -0.55 1.37
H 1.49 -2.89 1.03
H 1.84 -2.43 -0.71
H 0.93 -0.24 -1.53
H -0.64 -0.34 -0.85
H 0.46 0.91 -0.35
H 0.83 2.86 -0.31
H -0.62 3.21 -0.12
O -0.05 2.62 -0.63
H -2.54 0.37 0.50
H -2.32 -1.03 1.15
O -1.87 -0.31 0.68
*
```


[4]
DFT (wB97M-V/def2-TZVPD) results for a cluster of 2 separate species, C2H6N2O2 in total.

For the energy relative to the best compared isomer or geometry (same formula, charge and spin), the calculation gives 585.0 kJ/mol. Its LUMO energy (alpha / beta) is 0.682 / 0.524 eV. The orbital gap (alpha / beta) is 8.3622 / 8.4355 eV.

The geometry in ORCA input format:
```
! RIJCOSX wB97M-V def2-TZVPD def2/J DEFGRID3
* xyz 0 1
C -1.02 -0.18 -0.19
C 0.61 0.24 2.11
N -0.27 0.06 -2.45
N -0.21 0.33 -1.03
O -1.91 -1.01 -0.07
O 1.87 -0.28 1.66
H 0.49 1.19 2.53
H -0.08 -0.50 2.56
H -0.86 -0.71 -2.41
H -0.66 0.84 -3.13
H 0.39 1.09 -0.83
H 1.66 -1.08 1.23
*
```


[5]
DFT (wB97M-V/def2-TZVPD) results for a structure of composition C27H39Br45INO4P.

Its LUMO energy is -3.220 eV. The orbital gap is 6.9962 eV.

The geometry in ORCA input format:
```
! RIJCOSX wB97M-V def2-TZVPD def2/J DEFGRID3
* xyz 1 1
C 7.44 -3.03 0.99
C 6.85 -3.48 -0.25
C 6.37 -2.49 -1.40
O 6.93 -2.59 -2.52
O 5.33 -1.53 -1.27
C 5.71 -0.42 -0.42
C 6.67 0.65 -1.13
C 6.05 1.20 -2.50
C 4.84 2.25 -2.30
C 3.38 1.53 -2.25
C 2.63 1.76 -0.84
N 2.00 0.47 -0.29
C 0.51 0.61 -0.54
C -0.33 -0.75 -0.42
C -1.08 -1.06 -1.83
O 0.44 -1.92 -0.09
P 2.38 0.26 1.48
O 0.94 0.30 2.40
I 3.30 -2.01 1.89
H 6.85 -3.15 1.95
H 8.46 -2.51 0.98
H 6.78 -4.62 -0.39
H 6.12 -0.75 0.61
H 4.74 0.15 -0.18
H 7.69 0.17 -1.24
H 6.77 1.53 -0.39
H 5.68 0.30 -3.11
H 6.89 1.72 -3.09
H 5.01 2.97 -1.43
H 4.82 2.90 -3.26
H 2.74 2.01 -3.07
H 3.50 0.42 -2.50
H 3.44 2.05 -0.08
H 1.82 2.56 -0.93
H 2.36 -0.34 -0.83
H 0.40 1.04 -1.60
H 0.11 1.38 0.21
H -1.17 -0.58 0.34
H -1.10 -2.22 -1.90
H -2.13 -0.65 -1.81
H -0.45 -0.70 -2.71
H 0.23 -2.11 0.86
H 1.14 -0.20 3.23
C 3.19 -5.22 -2.58
Br 1.76 -5.45 -1.30
Br 4.23 -3.62 -2.21
Br 4.31 -6.80 -2.71
H 2.73 -5.07 -3.55
C 1.87 -9.26 -0.51
Br 0.61 -8.48 0.75
Br 2.37 -11.06 0.00
Br 1.21 -9.19 -2.33
H 2.77 -8.65 -0.47
C -2.03 -8.80 -4.43
Br -0.79 -8.15 -5.77
Br -3.61 -7.68 -4.31
Br -2.50 -10.66 -4.73
H -1.53 -8.75 -3.47
C -2.47 0.46 3.41
Br -3.71 1.23 4.68
Br -1.97 -1.35 3.89
Br -3.15 0.56 1.59
H -1.56 1.06 3.44
C -4.83 5.19 5.01
Br -6.16 4.49 3.80
Br -4.89 4.31 6.74
Br -3.05 5.15 4.24
H -5.07 6.24 5.19
C 4.89 6.16 -3.31
Br 4.98 6.40 -1.39
Br 6.58 5.55 -4.05
Br 3.43 4.99 -3.81
H 4.68 7.13 -3.75
C 0.97 4.56 -7.69
Br 2.09 3.06 -8.20
Br -0.03 4.19 -6.07
Br 2.00 6.20 -7.54
H 0.25 4.71 -8.49
C -2.65 6.77 -9.23
Br -1.59 7.78 -10.50
Br -2.45 4.86 -9.47
Br -2.29 7.31 -7.40
H -3.70 7.01 -9.43
C -7.30 7.92 7.65
Br -8.59 6.51 7.34
Br -6.10 7.50 9.12
Br -6.32 8.38 6.04
H -7.86 8.81 7.94
C 3.35 4.01 3.60
Br 2.04 3.33 2.34
Br 3.24 3.11 5.31
Br 5.14 3.96 2.87
H 3.10 5.06 3.77
C -7.36 -6.23 -3.63
Br -9.13 -5.51 -3.97
Br -5.97 -5.18 -4.49
Br -7.02 -6.47 -1.74
H -7.33 -7.22 -4.09
C 7.77 -8.02 0.26
Br 8.49 -6.63 1.40
Br 6.09 -8.71 0.94
Br 7.60 -7.43 -1.58
H 8.48 -8.85 0.26
C -2.89 -5.09 -0.73
Br -1.81 -4.10 -2.00
Br -2.70 -7.01 -0.96
Br -2.52 -4.55 1.10
H -3.93 -4.85 -0.93
C -12.97 6.50 7.31
Br -12.43 6.46 9.17
Br -12.22 8.02 6.37
Br -12.56 4.83 6.40
H -14.05 6.62 7.29
C -9.99 3.22 11.10
Br -8.79 4.74 11.04
Br -11.57 3.58 12.17
Br -10.44 2.59 9.32
H -9.45 2.41 11.59
*
```


[6]
DFT (wB97M-V/def2-TZVPD) results for a structure of composition C8H7AsF3ReS4.

For the energy relative to the best compared isomer or geometry (same formula, charge and spin), the calculation gives 0.0 kJ/mol. Its LUMO energy is -9.756 eV. The orbital gap is 6.3945 eV.

The geometry in ORCA input format:
```
! RIJCOSX wB97M-V def2-TZVPD def2/J DEFGRID3
* xyz 2 1
Re -0.30 0.27 -1.17
S -1.63 4.70 -3.44
As -1.84 2.70 -2.68
S -1.52 1.96 -0.53
S -0.52 0.85 -3.24
S -3.50 3.60 -3.71
F -2.34 -1.60 -1.93
C -1.29 -1.59 -1.11
F -1.73 -1.40 0.18
H -0.72 -2.52 -1.18
F 0.19 -1.89 4.03
C 0.54 -1.31 2.91
C 0.99 -2.11 1.86
C 1.35 -1.49 0.69
C 1.26 -0.08 0.54
C 1.68 0.54 -0.74
C 0.83 0.69 1.66
C 0.47 0.08 2.83
H 1.07 -3.18 2.00
H 1.76 -2.08 -0.12
H 2.26 -0.12 -1.39
H 2.04 1.57 -0.74
H 0.81 1.77 1.58
H 0.14 0.64 3.70
*
```


no.,total energy (hartree)
1,-287.7375
2,-2653.1696
3,-286.6231
4,-339.6098
5,-117876.9587
6,-4514.7708